1.
The following is a quantum chemistry calculation of a cluster of 24 separate species, C60H120O48 in total at a distorted geometry, from OMol25.

Output
Highest occupied orbital energy: -9.37 eV
HOMO-LUMO gap: 9.017 eV

Geometry as XYZ:
```
228
C60H120O48 | OMol25 | ωB97M-V/def2-TZVPD
C 6.8311 4.9520 -3.1570
O 5.8662 4.9857 -2.0987
H 7.6220 5.7018 -3.1461
H 7.2928 3.9858 -2.9535
H 6.2717 4.8507 -4.0871
H 5.1248 4.3782 -2.1513
C 1.9490 9.8974 -2.6403
O 3.1096 10.4470 -3.1707
H 1.4902 10.6190 -1.9642
H 1.2487 9.6182 -3.4275
H 2.1909 8.9138 -2.2377
H 3.6145 10.7591 -2.4162
C 2.3793 15.9140 -1.5616
O 3.0413 15.4302 -2.7035
H 1.8205 16.8497 -1.5758
H 1.6072 15.2472 -1.1777
H 3.1721 16.0198 -0.8211
H 3.2710 14.5170 -2.5166
C 8.3229 9.4576 -10.1775
O 7.1296 8.8016 -10.4744
H 8.4729 9.8302 -9.1642
H 9.1347 8.7484 -10.3390
H 8.6022 10.2383 -10.8850
H 6.4561 9.4858 -10.4798
C 9.4244 12.3643 1.8949
O 9.7132 11.6646 0.6859
H 8.3674 12.4561 2.1445
H 9.7625 11.7895 2.7571
H 9.7895 13.3908 1.9270
H 10.6645 11.5946 0.5777
C 6.0771 11.8879 3.4479
O 4.7435 11.4214 3.8296
H 6.8344 11.4695 4.1109
H 6.3973 11.5725 2.4548
H 6.1220 12.9766 3.4204
H 4.7735 10.4719 3.6918
C 5.1855 8.5900 -1.1352
O 6.0026 8.0791 -2.1787
H 4.1704 8.3057 -1.4122
H 5.3586 7.9947 -0.2386
H 5.3531 9.6528 -0.9604
H 6.0246 7.1217 -2.1112
C 9.7737 17.5207 -6.3316
O 10.4603 18.4940 -5.6303
H 9.0565 17.8432 -7.0864
H 10.4608 16.7958 -6.7682
H 9.2069 16.8941 -5.6429
H 10.1817 18.4578 -4.7123
C 9.0606 13.5953 -8.1785
O 8.2670 12.7383 -7.3926
H 9.4000 13.1535 -9.1154
H 8.5359 14.5421 -8.3065
H 9.9535 13.7876 -7.5837
H 7.7152 13.2242 -6.7753
C 10.0362 19.0629 -1.9637
O 10.5553 17.8924 -2.5831
H 8.9563 19.0098 -2.1020
H 10.1349 19.3016 -0.9047
H 10.4057 19.9795 -2.4235
H 10.0416 17.2089 -2.1467
C 4.8696 10.7384 -8.7839
O 5.2389 10.9517 -10.1382
H 3.8280 10.4310 -8.8774
H 5.4397 9.9774 -8.2511
H 4.8754 11.7130 -8.2959
H 5.0414 11.8278 -10.4773
C 12.4177 15.4115 -2.7467
O 12.9563 16.5157 -2.1632
H 13.1351 14.6370 -2.4752
H 11.3503 15.2848 -2.5658
H 12.5127 15.5510 -3.8236
H 12.1676 17.0629 -2.1773
C 10.8581 6.2674 -1.0295
C 10.1475 6.9432 -2.1702
C 10.3746 8.4266 -2.2979
O 10.6063 8.6421 -3.6319
C 10.8580 7.5101 -4.1974
O 11.1892 7.3351 -5.3478
O 10.7735 6.5174 -3.3585
H 11.7999 6.7904 -0.8632
H 10.8282 5.1923 -1.2063
H 10.2513 6.3660 -0.1294
H 9.0707 6.7753 -2.1906
H 11.1463 8.8025 -1.6261
H 9.4987 8.9791 -1.9577
C 5.3424 16.1255 -6.3658
C 4.6568 15.8699 -7.6925
C 4.9971 16.9468 -8.7196
O 5.0484 16.1333 -9.8983
C 5.2641 14.8190 -9.5602
O 5.3243 13.8231 -10.2847
O 5.1762 14.7260 -8.2412
H 6.4296 16.1921 -6.3238
H 5.1343 15.3120 -5.6709
H 5.0335 16.9119 -5.6772
H 3.5960 15.6362 -7.6017
H 5.9434 17.4774 -8.6148
H 4.2033 17.6877 -8.6250
C 2.8461 13.2402 -5.5181
C 1.5989 13.1014 -6.3985
C 0.5024 14.1000 -6.4148
O 0.1867 14.2793 -7.7476
C 1.1661 13.7591 -8.5144
O 1.2686 13.6665 -9.7802
O 2.0420 13.1776 -7.7118
H 3.0469 14.2425 -5.1396
H 3.8030 12.9891 -5.9757
H 2.8484 12.6260 -4.6177
H 1.1647 12.1228 -6.1934
H 0.6821 15.1168 -6.0657
H -0.3478 13.6123 -5.9380
C 5.7434 18.8976 -2.0439
C 5.6388 19.1323 -0.5386
C 6.0216 17.9520 0.3729
O 7.1648 18.4016 0.9676
C 7.4500 19.6675 0.6783
O 8.3486 20.3090 1.2618
O 6.6584 20.0782 -0.3159
H 4.8794 18.3569 -2.4302
H 6.6396 18.3374 -2.3106
H 5.6784 19.8368 -2.5932
H 4.6550 19.5354 -0.2984
H 6.2136 17.2024 -0.3948
H 5.1379 17.7957 0.9916
C 14.6774 7.6482 -4.0456
C 14.9428 8.0349 -2.5636
C 15.8539 9.2131 -2.2995
O 14.9804 10.2141 -1.7441
C 13.7864 9.7107 -1.4616
O 12.8824 10.2955 -0.8571
O 13.7358 8.4489 -1.9118
H 14.4814 6.5764 -4.0775
H 15.5594 7.8358 -4.6579
H 13.8529 8.2316 -4.4555
H 15.3441 7.2634 -1.9064
H 16.2996 9.5201 -3.2456
H 16.5175 9.0375 -1.4528
C 14.4050 7.4209 -10.0842
C 13.5559 7.6817 -8.8619
C 14.2777 8.3784 -7.7370
O 13.3949 9.4496 -7.4359
C 12.4143 9.5077 -8.2796
O 11.6387 10.4438 -8.3162
O 12.4998 8.5614 -9.1683
H 15.3869 7.1543 -9.6930
H 14.6008 8.3129 -10.6792
H 14.3057 6.5289 -10.7027
H 13.0517 6.7705 -8.5401
H 15.2634 8.7364 -8.0344
H 14.5014 7.7622 -6.8661
C 8.3352 11.4718 -3.5814
C 7.1174 12.3523 -3.3606
C 6.7451 12.4683 -1.9190
O 6.9350 13.8252 -1.6616
C 7.4554 14.4696 -2.7806
O 7.7605 15.6161 -2.7410
O 7.4460 13.6565 -3.8224
H 8.0314 10.4295 -3.4848
H 9.1571 11.6822 -2.8971
H 8.7115 11.6212 -4.5934
H 6.2259 11.9112 -3.8063
H 7.3789 11.8220 -1.3118
H 5.6981 12.2323 -1.7290
C 7.3722 8.3995 -5.8739
C 7.3750 7.4401 -7.0593
C 8.6868 6.6757 -7.2795
O 8.1246 5.3961 -7.5351
C 6.8614 5.2727 -7.2166
O 6.3193 4.2320 -6.8754
O 6.3414 6.4710 -6.8557
H 6.3292 8.5321 -5.5862
H 7.7899 9.3634 -6.1646
H 7.9708 8.0519 -5.0320
H 7.0369 7.9894 -7.9379
H 9.2895 6.7774 -6.3770
H 9.3651 7.0215 -8.0596
C 2.5717 5.2302 -4.4942
C 2.7008 6.7043 -4.3997
C 4.0465 7.3572 -4.9563
O 3.5606 8.3496 -5.7754
C 2.2606 8.1769 -6.1467
O 1.6343 8.8247 -6.9473
O 1.7054 7.2262 -5.3220
H 2.6827 4.9665 -5.5460
H 1.5885 4.9324 -4.1301
H 3.2995 4.6902 -3.8885
H 2.5003 7.0854 -3.3984
H 4.6001 6.5360 -5.4114
H 4.8284 7.7748 -4.3221
C 2.1737 8.3781 1.6144
C 1.8364 9.8042 1.1166
C 1.5221 10.9389 2.1010
O 2.0111 12.1181 1.5530
C 2.9147 11.7746 0.6745
O 3.6135 12.6726 0.1688
O 2.9230 10.4367 0.5651
H 3.0957 8.4140 2.1947
H 2.1838 7.4924 0.9791
H 1.3745 7.9502 2.2196
H 1.0976 9.7083 0.3210
H 2.1027 10.6862 2.9882
H 0.5120 10.9609 2.5100
C 13.3636 11.5129 -4.7464
C 14.2121 12.3454 -5.6295
C 13.7565 13.7681 -5.8575
O 14.7909 14.6223 -5.3492
C 15.6893 13.8446 -4.7675
O 16.6346 14.2445 -4.1449
O 15.4207 12.5149 -4.9896
H 13.2310 12.0656 -3.8163
H 13.8184 10.6806 -4.2092
H 12.5106 11.1069 -5.2901
H 14.4223 11.8719 -6.5885
H 12.9046 14.0652 -5.2459
H 13.5830 13.8706 -6.9287
C 8.7248 16.2840 2.9981
C 9.8582 16.3690 4.0142
C 10.6727 17.6782 3.9528
O 10.5612 18.3054 5.2469
C 9.7281 17.6367 6.0450
O 9.2870 18.0266 7.1358
O 9.3405 16.4681 5.3652
H 8.9258 16.8804 2.1082
H 7.7611 16.4066 3.4925
H 8.7825 15.2724 2.5962
H 10.5524 15.5653 3.7684
H 10.3835 18.4337 3.2223
H 11.6806 17.3318 3.7243
```

2.
The following is a quantum chemistry calculation of a cluster of 8 separate species, C60H134F6N7P in total at a distorted geometry, from OMol25.

Output
Highest occupied orbital energy: -20.69 eV
Energy above the lowest of the compared OMol25 structures with the same formula, charge and spin: 14.7 kcal/mol
HOMO-LUMO gap: 10.497 eV
Net charge: +6

Geometry as XYZ:
```
208
C60H134F6N7P | OMol25 | ωB97M-V/def2-TZVPD
P -21.0247 14.8923 -13.3055
F -21.6860 14.3620 -11.9246
F -21.6143 16.4149 -12.9747
F -19.6560 15.3646 -12.5923
F -20.4504 15.3038 -14.8132
F -20.3318 13.4120 -13.4225
F -22.4471 14.4883 -14.0055
C -18.2998 24.4687 -11.5578
C -19.4912 23.8772 -12.3159
C -20.1880 22.7368 -11.5674
N -20.8510 21.7008 -12.5831
C -21.7609 22.4154 -13.5591
C -21.6689 20.6113 -11.8367
C -21.8220 19.5291 -12.8340
C -20.5797 19.5406 -13.6992
C -19.8314 20.8049 -13.3072
H -18.4868 24.7593 -10.5233
H -17.9114 25.3896 -11.9920
H -17.4663 23.7677 -11.4956
H -19.2143 23.4925 -13.2971
H -20.3057 24.6022 -12.3397
H -20.8673 23.1335 -10.8145
H -19.3628 22.1846 -11.1160
H -22.4971 22.9971 -13.0050
H -22.3043 21.7404 -14.2189
H -21.1689 23.1049 -14.1592
H -22.5686 21.1512 -11.5432
H -21.1009 20.3041 -10.9591
H -22.7638 19.6315 -13.3734
H -21.9347 18.5836 -12.3033
H -21.0300 19.6165 -14.6890
H -19.9630 18.6601 -13.5258
H -19.3054 21.2729 -14.1388
H -19.0332 20.4595 -12.6500
C -17.1817 18.0693 -11.7667
C -16.3829 17.1364 -12.7283
C -17.1116 17.0865 -14.0569
N -16.7379 16.0802 -15.1285
C -16.9864 14.6197 -14.6289
C -15.2120 16.1833 -15.4614
C -15.1395 16.2939 -17.0050
C -16.5514 15.9810 -17.5064
C -17.4199 16.4389 -16.3590
H -17.1302 19.1054 -12.1096
H -16.6661 18.2511 -10.8231
H -18.2461 17.8938 -11.6114
H -16.4014 16.1334 -12.3014
H -15.4220 17.6447 -12.7951
H -16.9527 18.0534 -14.5350
H -18.1767 16.8604 -13.9932
H -16.2567 14.2344 -13.9180
H -16.9414 13.8962 -15.4433
H -17.9835 14.5275 -14.1979
H -14.6767 15.3196 -15.0704
H -14.7978 17.0911 -15.0254
H -14.3879 15.6510 -17.4616
H -14.7772 17.3089 -17.1673
H -16.5885 14.9141 -17.7248
H -16.7688 16.6484 -18.3399
H -18.4806 16.2681 -16.5394
H -17.3068 17.5232 -16.4001
C -13.6189 8.2866 -14.7930
C -15.1958 8.0610 -14.6266
C -15.6363 9.1447 -13.5905
N -17.1515 9.2918 -13.5910
C -17.9104 8.1405 -13.0187
C -17.7396 9.7821 -14.9745
C -18.9278 10.5710 -14.6361
C -18.6218 11.1884 -13.2164
C -17.4754 10.4379 -12.5559
H -13.0406 7.9145 -13.9491
H -13.4697 9.3003 -15.1652
H -13.2258 7.7507 -15.6581
H -15.4217 7.1029 -14.1585
H -15.7572 8.1054 -15.5591
H -15.2219 10.1482 -13.6858
H -15.3538 8.8770 -12.5716
H -17.7417 7.3361 -13.7352
H -18.9884 8.2764 -12.9488
H -17.4073 7.9304 -12.0762
H -18.0004 8.9115 -15.5750
H -16.9951 10.3793 -15.5008
H -19.7519 9.8594 -14.5725
H -19.2701 11.3483 -15.3180
H -19.5717 11.1080 -12.6904
H -18.2651 12.2056 -13.3691
H -17.6506 10.0667 -11.5480
H -16.6392 11.1358 -12.5676
C -23.5086 11.4736 -16.1718
C -23.5502 12.7290 -17.0055
C -22.1218 13.3519 -17.2802
N -22.0947 14.7740 -17.9359
C -22.7668 15.7399 -16.9857
C -22.4970 17.2017 -17.1853
C -21.0820 17.5172 -17.6412
C -20.5384 16.6440 -18.7676
C -20.6257 15.1564 -18.3695
C -23.0016 14.8239 -19.2077
H -24.4896 11.0008 -16.2121
H -23.1236 11.5736 -15.1571
H -22.8268 10.7566 -16.6325
H -24.1368 13.4544 -16.4395
H -24.1614 12.4889 -17.8753
H -21.6763 12.7454 -18.0702
H -21.4694 13.2811 -16.4105
H -22.4001 15.5388 -15.9781
H -23.8451 15.5862 -16.9765
H -22.6951 17.6480 -16.2101
H -23.1513 17.7426 -17.8706
H -20.3630 17.3010 -16.8484
H -21.0163 18.5896 -17.8235
H -19.4740 16.8549 -18.8766
H -20.9616 16.7485 -19.7667
H -20.0770 14.8752 -17.4701
H -20.4305 14.4186 -19.1470
H -22.4629 14.1547 -19.8774
H -23.0074 15.8624 -19.5329
H -23.9818 14.4546 -18.9134
C -25.4832 8.3356 -9.6562
C -25.8275 9.8034 -9.8340
C -25.3864 10.3718 -11.2578
N -25.5746 11.8419 -11.6662
C -25.2345 11.9029 -13.1756
C -25.7506 13.1530 -13.9763
C -27.2300 13.4558 -13.6715
C -27.5206 13.5063 -12.1801
C -27.0728 12.2378 -11.4389
C -24.4695 12.7286 -10.9919
H -24.4176 8.1282 -9.5492
H -25.7553 7.8552 -10.5977
H -25.9300 7.7771 -8.8349
H -25.2857 10.3694 -9.0749
H -26.8968 9.9259 -9.6614
H -25.8684 9.7063 -11.9733
H -24.3070 10.2194 -11.2451
H -25.6320 11.0376 -13.7069
H -24.1569 11.7456 -13.1990
H -25.7957 12.8052 -15.0077
H -25.0534 13.9478 -13.7156
H -27.8460 12.8284 -14.3150
H -27.3664 14.4773 -14.0295
H -28.6021 13.5941 -12.0678
H -27.1505 14.3954 -11.6685
H -27.5678 11.3270 -11.7736
H -27.1394 12.4233 -10.3676
H -23.4423 12.4345 -11.2100
H -24.3724 12.6514 -9.9086
H -24.5888 13.7658 -11.3013
C -18.8478 15.5662 -9.3567
C -18.3471 15.5178 -7.8590
C -17.1018 16.4675 -7.6883
N -16.5351 16.4147 -6.2296
C -15.3160 17.3946 -6.2982
C -14.8594 18.1063 -4.9908
C -16.0729 18.7597 -4.3756
C -17.0965 17.7697 -4.0779
C -17.6411 17.0152 -5.2952
C -16.0239 15.1380 -5.6166
H -18.1468 15.1412 -10.0772
H -18.9362 16.5882 -9.7264
H -19.7543 14.9993 -9.5664
H -18.1307 14.4930 -7.5527
H -19.1019 15.6962 -7.0925
H -17.3547 17.4816 -7.9967
H -16.2448 16.2534 -8.3279
H -15.5497 18.2565 -6.9265
H -14.4348 17.0707 -6.8528
H -14.1715 18.9352 -5.1547
H -14.4498 17.2902 -4.3949
H -16.4456 19.5246 -5.0595
H -15.9501 19.2725 -3.4211
H -17.8744 18.3054 -3.5311
H -16.7959 17.0845 -3.2832
H -18.2400 17.7187 -5.8726
H -18.2577 16.2131 -4.8911
H -15.3472 14.6004 -6.2809
H -16.8172 14.3947 -5.5319
H -15.5900 15.3327 -4.6377
C -24.7710 16.8501 -14.2201
C -25.7994 17.9775 -14.3386
C -27.2955 17.5196 -14.6570
N -28.3014 18.6706 -14.9605
C -27.8839 19.1740 -16.4021
C -28.7771 20.3012 -16.9245
C -30.2232 19.7490 -17.0287
C -30.8247 19.1228 -15.6839
C -29.7750 18.1068 -15.0364
C -28.1277 19.7879 -13.9496
H -24.8353 16.2278 -13.3279
H -23.7779 17.2796 -14.3533
H -24.7454 16.0916 -15.0046
H -25.4437 18.6593 -15.1107
H -25.9836 18.5211 -13.4123
H -27.7545 17.0489 -13.7870
H -27.3371 16.8181 -15.4898
H -28.0428 18.3173 -17.0572
H -26.8384 19.4735 -16.4638
H -28.4091 20.5433 -17.9209
H -28.8782 21.1668 -16.2699
H -30.2439 19.0195 -17.8386
H -30.8525 20.5978 -17.2952
H -31.7706 18.5904 -15.7763
H -30.9781 19.8079 -14.8494
H -29.7148 17.2070 -15.6496
H -29.9675 17.7636 -14.0200
H -28.9249 20.5289 -13.9065
H -27.2061 20.3458 -14.1110
H -28.0809 19.3519 -12.9515
```